This record from OMol25 describes a 12-piece molecular cluster, CH24ClN2O15 overall at a distorted geometry. The level of theory is the ωB97M-V functional and the def2-TZVPD basis.

Calculated values
frontier orbital gap: 0.300 Eh
energy relative to the best compared isomer or geometry (same formula, charge and spin): 2.3719 eV

The geometry in ORCA input format:
```
! RIJCOSX wB97M-V def2-TZVPD def2/J DEFGRID3
* xyz -1 1
Cl -0.423 -0.527 0.083
O -0.660 -1.946 -0.026
O 0.486 -0.196 1.150
O 0.053 -0.093 -1.186
O -1.652 0.105 0.341
O -2.470 2.957 4.718
H -2.099 3.176 3.863
H -2.753 3.797 5.079
O 3.470 -3.711 2.672
H 3.435 -3.672 1.716
H 2.926 -2.978 2.962
O -6.193 -0.832 -0.559
H -6.430 -1.602 -0.043
H -5.375 -0.524 -0.170
O -1.533 -4.026 5.014
H -0.947 -4.774 4.900
H -1.850 -3.833 4.132
O 0.009 0.036 6.266
H -0.396 0.893 6.130
H 0.946 0.192 6.147
O -3.748 -5.602 -0.908
H -4.232 -5.824 -0.113
H -2.865 -5.395 -0.601
O -4.472 -0.853 4.744
H -5.134 -1.401 4.322
H -4.500 -0.027 4.261
O 4.771 0.096 -2.344
H 5.135 -0.737 -2.644
H 4.003 -0.149 -1.828
O 3.547 -4.255 -1.701
H 4.159 -4.569 -2.367
H 2.747 -4.757 -1.855
O 2.813 3.901 -0.931
H 2.816 4.664 -0.353
H 2.122 3.339 -0.581
C 2.149 4.616 -6.090
O 2.988 3.828 -5.564
N 2.412 5.655 -6.736
N 0.871 4.376 -6.003
H 1.650 6.274 -6.973
H 3.376 5.887 -6.932
H 0.625 3.596 -5.410
H 0.226 4.896 -6.581
*
```

Atomic partial charges in e from the Mulliken method, atoms 1 to 4:
1. Cl 1.6633
2. O -0.6923
3. O -0.6561
4. O -0.6486

---

This record from OMol25 describes a 13-piece molecular cluster, CH24F3O15S overall at a distorted geometry. The level of theory is the ωB97M-V functional and the def2-TZVPD basis.

Calculated values
frontier orbital gap: 0.401 Eh
energy relative to the best compared isomer or geometry (same formula, charge and spin): 0.0000 eV

The geometry in ORCA input format:
```
! RIJCOSX wB97M-V def2-TZVPD def2/J DEFGRID3
* xyz -1 1
C -0.174 1.557 -1.473
F -0.706 0.733 -2.397
F 0.639 2.454 -2.179
F -1.073 2.229 -0.811
S 0.837 0.635 -0.274
O -0.180 -0.036 0.547
O 1.540 -0.333 -1.097
O 1.601 1.553 0.473
O -2.281 3.321 -4.660
H -1.858 3.086 -3.805
H -2.796 2.566 -4.894
O 0.075 2.001 2.962
H 0.487 1.996 2.081
H 0.808 2.053 3.545
O -2.839 -1.284 0.115
H -2.387 -0.651 0.663
H -2.254 -2.037 0.011
O -2.962 -0.957 -2.879
H -2.021 -1.030 -3.049
H -3.123 -1.105 -1.904
O 3.766 -1.570 -0.434
H 2.946 -1.098 -0.539
H 4.223 -1.334 -1.248
O -1.890 -0.322 3.345
H -2.526 -0.522 2.702
H -1.519 0.504 3.065
O -0.160 -1.757 -2.864
H 0.534 -1.495 -2.208
H -0.013 -2.707 -2.806
O -0.274 -2.801 0.635
H -0.246 -1.792 0.759
H -0.106 -3.283 1.420
O 1.504 -0.694 4.919
H 1.924 -0.862 4.042
H 0.561 -0.769 4.668
O 4.013 1.445 4.548
H 3.191 1.237 5.088
H 3.792 0.872 3.817
O 2.687 -0.538 2.186
H 3.377 -1.026 1.709
H 2.491 0.200 1.612
O -3.288 0.905 -5.153
H -3.167 0.268 -5.901
H -3.155 0.385 -4.336
*
```

Atomic partial charges in e from the Mulliken method, atoms 1 to 4:
1. C 0.4837
2. F -0.1242
3. F -0.2445
4. F -0.2087

---

This record from OMol25 describes a 11-piece molecular cluster, CH25O11 overall at a distorted geometry. The level of theory is the ωB97M-V functional and the def2-TZVPD basis.

Calculated values
frontier orbital gap: 0.150 Eh
energy relative to the best compared isomer or geometry (same formula, charge and spin): 5.8891 eV

The geometry in ORCA input format:
```
! RIJCOSX wB97M-V def2-TZVPD def2/J DEFGRID3
* xyz 1 1
O 4.764 -2.896 -0.091
H 3.908 -2.541 0.160
H 4.940 -2.707 -1.015
H 5.454 -2.499 0.446
O -0.349 -4.306 3.791
H -1.254 -4.146 4.069
H 0.259 -3.922 4.427
H -0.299 -3.884 2.930
C 0.638 0.233 0.330
O 0.884 -1.151 0.539
H -0.223 0.376 -0.323
H 0.374 0.879 1.167
H 1.490 0.634 -0.219
O -0.583 5.091 2.223
H 0.162 5.419 2.727
H -0.289 5.119 1.313
O -4.256 -1.621 -1.133
H -4.949 -1.034 -0.831
H -3.661 -1.057 -1.627
O -1.577 3.089 -4.151
H -1.817 2.163 -4.140
H -2.156 3.480 -4.806
O -1.219 -0.688 -5.229
H -0.520 -1.148 -4.764
H -1.935 -1.322 -5.273
O -3.565 2.802 3.802
H -3.050 2.101 4.201
H -2.913 3.410 3.454
O 3.864 3.236 -3.889
H 3.646 3.246 -2.958
H 3.426 4.008 -4.247
O -0.659 0.372 5.723
H -0.164 0.228 4.916
H -0.160 -0.090 6.396
O 0.896 -3.764 -2.848
H 0.927 -3.132 -2.129
H -0.033 -3.978 -2.939
*
```

Atomic partial charges in e from the Mulliken method, atoms 1 to 4:
1. O -0.4223
2. H 0.4135
3. H 0.4563
4. H 0.4577

---

This record from OMol25 describes a 13-piece molecular cluster, CH25O15 overall at a distorted geometry. The level of theory is the ωB97M-V functional and the def2-TZVPD basis.

Calculated values
frontier orbital gap: 0.355 Eh
energy relative to the best compared isomer or geometry (same formula, charge and spin): 1.7507 eV

The geometry in ORCA input format:
```
! RIJCOSX wB97M-V def2-TZVPD def2/J DEFGRID3
* xyz -1 1
C -6.901 -9.245 -4.573
O -7.845 -8.459 -4.460
O -6.789 -9.844 -5.846
O -6.025 -9.411 -3.686
H -7.669 -9.763 -6.277
O -9.240 -12.538 -6.542
H -9.776 -11.781 -6.301
H -8.641 -12.152 -7.154
O -6.858 -11.823 -8.124
H -6.449 -12.585 -7.696
H -6.536 -11.044 -7.608
O -4.539 -11.147 -2.120
H -5.015 -10.542 -2.670
H -4.279 -10.748 -1.298
O -8.158 -10.489 -2.026
H -7.794 -9.790 -2.535
H -7.559 -11.228 -1.819
O -9.230 -9.503 -7.870
H -8.934 -9.239 -8.774
H -9.978 -8.914 -7.729
O -3.590 -8.049 -2.176
H -4.333 -8.638 -2.030
H -2.995 -8.607 -2.664
O -5.582 -6.701 -3.375
H -4.837 -7.194 -2.953
H -6.271 -7.380 -3.433
O -4.489 -8.026 -6.078
H -5.159 -8.023 -6.741
H -4.952 -8.010 -5.193
O -4.574 -11.349 -4.981
H -5.448 -10.943 -4.886
H -4.654 -11.511 -5.905
O -9.048 -6.801 -6.172
H -8.563 -6.010 -6.073
H -8.417 -7.391 -5.746
O -9.846 -7.181 -3.276
H -9.164 -7.566 -3.766
H -10.643 -7.678 -3.450
O -2.589 -9.463 -4.207
H -2.071 -9.255 -4.960
H -3.260 -10.109 -4.476
*
```

Atomic partial charges in e from the Mulliken method, atoms 1 to 4:
1. C -0.0648
2. O -0.7969
3. O -0.0370
4. O -0.2866

---

Electronic energy for every record listed, in sequence, given in eV: -47635.91451; -51131.59460; -23950.41793; -32159.23608.